(i)
{"formula": "C3H10NO", "method": "ωB97M-V/def2-TZVPD", "charge": 1, "homo_energy_ha": -0.5553, "e_lumo_ev": -4.83, "homo_lumo_gap_ev": 10.29, "molar_mass_g_mol": 76.1, "elements": ["O", "N", "C", "C", "C", "H", "H", "H", "H", "H", "H", "H", "H", "H", "H"], "xyz": [[-0.534, 1.382, 0.114], [0.181, -1.210, 0.118], [0.034, -1.922, 1.144], [-1.224, 2.567, -0.564], [1.514, -1.244, -0.636], [0.318, 1.812, 0.182], [2.231, -1.222, 0.190], [1.614, -0.392, -1.288], [-1.672, 2.131, -1.454], [-0.456, 3.292, -0.799], [1.640, -2.230, -1.066], [0.580, -2.825, 1.393], [-2.004, 2.815, 0.141], [-0.262, -0.288, -0.100], [-0.781, -1.746, 1.850]]}



(ii)
{"formula": "C3H10NO", "method": "ωB97M-V/def2-TZVPD", "charge": 1, "homo_energy_ha": -0.5160, "smiles": "[NH3+]CCCO", "e_lumo_ev": -3.86, "homo_lumo_gap_ev": 10.18, "molar_mass_g_mol": 76.1, "elements": ["O", "N", "C", "C", "C", "H", "H", "H", "H", "H", "H", "H", "H", "H", "H"], "xyz": [[1.449, -0.731, -1.909], [-1.896, -0.181, 0.749], [-0.462, 0.419, 0.885], [1.268, 0.310, -0.932], [0.643, -0.366, 0.294], [0.201, -1.278, -0.168], [-0.332, 0.507, 1.983], [0.653, 1.148, -1.409], [1.416, -0.769, 0.952], [-1.830, -1.088, 0.283], [-0.535, 1.433, 0.513], [2.016, -0.252, -2.598], [-2.601, 0.470, 0.326], [2.229, 0.754, -0.662], [-2.218, -0.373, 1.693]]}



Of them, the most stable is (ii) and the least stable is (i).



(i)
{"formula": "C3H10NO", "method": "ωB97M-V/def2-TZVPD", "charge": 1, "homo_energy_ha": -0.5727, "e_lumo_ev": -4.75, "homo_lumo_gap_ev": 10.83, "molar_mass_g_mol": 76.1, "elements": ["O", "N", "C", "C", "C", "H", "H", "H", "H", "H", "H", "H", "H", "H", "H"], "xyz": [[0.399, -3.122, 1.847], [0.117, 0.037, -0.139], [-0.171, 2.492, -0.340], [-0.208, -1.144, -0.413], [-0.027, 1.175, -1.086], [-0.776, 3.208, -0.898], [0.814, 2.953, -0.241], [0.467, 0.325, 0.774], [-0.864, 0.956, -1.731], [-0.331, -2.015, 0.221], [0.668, -4.031, 1.682], [0.866, 1.208, -1.690], [0.246, -3.081, 2.798], [-0.587, -1.404, -1.397], [-0.612, 2.443, 0.614]]}



(ii)
{"formula": "C3H10NO", "method": "ωB97M-V/def2-TZVPD", "charge": 1, "homo_energy_ha": -0.5381, "e_lumo_ev": -3.52, "homo_lumo_gap_ev": 11.13, "molar_mass_g_mol": 76.1, "elements": ["O", "N", "C", "C", "C", "H", "H", "H", "H", "H", "H", "H", "H", "H", "H"], "xyz": [[-1.559, -2.555, 1.643], [0.138, -0.210, 0.276], [2.002, 0.908, -0.749], [0.630, 0.847, -0.636], [-0.523, 1.762, -1.159], [-2.153, -2.069, 2.194], [-0.293, 2.832, -1.267], [-1.405, 1.606, -0.582], [2.334, 1.885, -1.229], [0.857, -1.012, 0.265], [-0.701, 1.411, -2.217], [-1.685, -3.435, 2.096], [-0.169, 0.076, 1.181], [-0.720, -0.673, 0.047], [2.791, 0.180, -0.302]]}



Of them, the most stable is (i) and the least stable is (ii).